A single C3H6O2 molecule, computed with wB97M-V/def2-TZVPD.

Last column: Löwdin charge in e.
Cartesian coordinates (Å):
C1 0.85134 0.65605 -1.17828  0.05
C2 0.32059 0.15029 -0.06812  -0.39
O1 0.91901 0.17599 1.15820  0.03
C3 -0.99594 -0.58608 0.02482  -0.21
O2 -1.62631 -0.39931 1.26745  -0.05
H1 1.81752 1.15353 -1.18267  0.06
H2 0.32615 0.56858 -2.12111  0.06
H3 1.80795 0.54710 1.08232  0.12
H4 -0.81858 -1.65617 -0.17092  0.13
H5 -1.67435 -0.21518 -0.74768  0.13
H6 -0.92739 -0.39481 1.93599  0.08

Properties
**Calculated total energy**: -268.3538 hartree
**HOMO**: -9.2 eV
**F_max**: 0.0073 hartree/bohr
**Orbital gap**: 9.88 eV
**ΔE to the lowest compared entry with this formula, charge and spin**: 134.98 kJ/mol
**SMILES**: C=C(O)CO